Model 1:
Here is a structure of composition C6H17N2P2 from the Open Molecules 2025 dataset. Energies are from wB97M-V/def2-TZVPD.

Its net charge is +1. The calculation puts the HOMO energy at -11.9 eV.

Geometry (Å):
C -0.159 0.889 1.320
C -1.582 0.250 0.980
C -0.624 -0.359 -1.244
C 0.760 -0.054 -0.924
C -2.567 -1.638 -0.251
C 3.135 -0.476 0.377
N 0.571 1.414 0.286
N -1.341 -0.782 -0.032
P 0.022 2.763 -0.593
P 1.640 -1.364 -0.074
H -0.368 1.725 2.015
H 0.375 0.158 1.950
H -1.893 -0.253 1.780
H -2.319 0.930 0.618
H -1.062 0.537 -1.668
H -0.626 -1.268 -1.957
H 1.462 0.411 -1.668
H -3.317 -1.067 -0.953
H -2.207 -2.525 -0.908
H -3.008 -1.894 0.761
H 2.874 0.242 1.180
H 3.555 0.042 -0.513
H 3.864 -1.369 0.795
H -0.699 -1.465 0.371
H 1.423 3.353 -0.862
H 0.011 3.630 0.518
H 2.080 -1.831 -1.303

These are the Löwdin partial charges, in e, on atoms 1 to 2: atom 1 (C): -0.327, atom 2 (C): -0.081


Model 2:
Here is the ion C6H17N2P2 with charge +1 from the Open Molecules 2025 dataset. Energies are from wB97M-V/def2-TZVPD.

Its net charge is +1. The calculation puts the HOMO energy at -12.2 eV.

Geometry (Å):
C 2.639 -1.865 0.109
P 0.829 -2.051 -0.149
C 0.494 -0.303 -0.909
C -1.013 -0.146 -1.228
N -1.736 -0.004 0.113
C -3.160 -0.046 -0.088
C -1.212 1.160 0.882
C 0.268 0.992 1.180
N 0.896 0.843 -0.139
P 2.407 1.733 -0.360
H 3.066 -0.995 -0.543
H 3.119 -2.807 -0.309
H 2.859 -1.726 1.185
H 1.035 -3.009 -1.381
H 0.965 -0.318 -1.853
H -1.088 0.845 -1.731
H -1.579 -0.901 -1.830
H -1.498 -0.932 0.643
H -3.680 0.159 0.766
H -3.489 0.708 -0.823
H -3.540 -1.018 -0.451
H -1.770 1.247 1.835
H -1.277 2.219 0.381
H 0.803 1.915 1.503
H 0.538 0.233 1.903
H 3.219 1.384 0.763
H 1.904 2.685 0.533

These are the Löwdin partial charges, in e, on atoms 1 to 2: atom 1 (C): -0.393, atom 2 (P): 0.863


model 2 wins, 32.1 kcal/mol ahead of the next structure.


Model 1:
Here is a structure of composition C4H8N3 from the Open Molecules 2025 dataset. Energies are from wB97M-V/def2-TZVPD.

Its net charge is +1. The calculation puts the HOMO energy at -14.3 eV.

Geometry (Å):
C -1.088 -0.911 0.123
C -1.401 0.251 -0.801
C 1.140 -0.982 0.231
C 0.922 0.498 -0.188
N -0.071 -1.595 -0.291
N -0.898 0.014 1.208
N -0.466 0.878 0.130
H -0.941 0.391 -1.819
H -2.379 0.761 -0.734
H 1.871 -1.426 -0.423
H 1.182 -1.118 1.312
H 1.688 1.033 0.338
H 1.184 0.496 -1.322
H -0.172 -0.257 1.995
H -0.571 1.966 0.242

These are the Löwdin partial charges, in e, on atoms 1 to 2: atom 1 (C): -0.238, atom 2 (C): 0.013


Model 2:
Here is the ion C4H8N3 with charge +1 from the Open Molecules 2025 dataset. Energies are from wB97M-V/def2-TZVPD.

Its net charge is +1. The calculation puts the HOMO energy (spin up / spin down) at -14.4 / -14.4 eV.

Geometry (Å):
C -2.166 0.242 -0.182
C -0.797 0.117 0.343
C -0.333 -1.102 0.746
C 1.015 -1.418 0.642
N 1.898 -0.660 0.061
N 1.482 0.321 -0.652
N 2.181 1.390 -0.849
H -2.472 1.248 0.051
H -2.324 -0.059 -1.254
H -2.861 -0.440 0.401
H -0.311 1.001 0.548
H -1.094 -1.900 0.960
H 1.285 -2.422 1.063
H 1.575 1.905 -1.543
H 2.923 1.776 -0.335

These are the Löwdin partial charges, in e, on atoms 1 to 2: atom 1 (C): -0.052, atom 2 (C): -0.078


Model 3:
Here is the ion C4H8N3 with charge +1 from the Open Molecules 2025 dataset. Energies are from wB97M-V/def2-TZVPD.

Its net charge is +1. The calculation puts the HOMO energy (spin up / spin down) at -13.6 / -13.6 eV.

Geometry (Å):
C -1.236 -0.389 1.502
C -0.528 -0.085 0.245
N -0.507 -0.775 -0.850
C 0.472 -0.578 -1.837
N 1.570 0.077 -1.612
N 1.645 0.966 -0.566
C 0.507 1.035 0.327
H -2.344 -0.597 1.278
H -1.085 0.362 2.198
H -1.000 -1.312 1.906
H -1.216 -1.362 -1.126
H 0.541 -1.239 -2.722
H 2.521 0.881 -0.158
H 0.056 2.018 0.008
H 0.604 0.998 1.407

These are the Löwdin partial charges, in e, on atoms 1 to 2: atom 1 (C): 0.037, atom 2 (C): -0.152


model 3 wins, 30.1 kcal/mol ahead of the next structure.


Model 1:
Here is the ion C4H8N3 with charge +1 from the Open Molecules 2025 dataset. Energies are from wB97M-V/def2-TZVPD.

Its net charge is +1. The calculation puts the HOMO energy at -14.2 eV.

Geometry (Å):
C -2.562 0.541 -0.003
C -1.697 -0.569 0.335
N -0.706 -0.897 -0.339
C 0.491 -1.405 -0.443
N 1.524 -0.946 0.131
C 2.291 -0.002 0.441
N 2.486 1.049 -0.267
H -3.503 0.491 0.444
H -2.226 1.450 0.347
H -2.559 0.793 -1.078
H -1.987 -1.165 1.161
H 0.516 -2.268 -1.051
H 2.870 -0.050 1.418
H 2.133 1.147 -1.151
H 2.930 1.830 0.055

These are the Löwdin partial charges, in e, on atoms 1 to 2: atom 1 (C): -0.024, atom 2 (C): -0.102


Model 2:
Here is the ion C4H8N3 with charge +1 from the Open Molecules 2025 dataset. Energies are from wB97M-V/def2-TZVPD.

Its net charge is +1. The calculation puts the HOMO energy (spin up / spin down) at -13.1 / -13.1 eV.

Geometry (Å):
C 0.688 0.419 -0.824
C -0.547 -1.344 0.116
C -1.263 -2.482 0.648
C 0.669 2.594 0.171
N -0.732 0.968 0.906
N 0.341 -0.896 -0.655
N 0.150 1.247 0.062
H 1.690 0.686 -1.059
H -1.784 -2.345 1.573
H -2.132 -2.803 -0.003
H -0.411 -3.154 0.789
H 0.411 3.045 1.149
H 1.734 2.453 -0.138
H 0.319 3.262 -0.543
H 0.666 -1.467 -1.451

These are the Löwdin partial charges, in e, on atoms 1 to 2: atom 1 (C): -0.108, atom 2 (C): 0.048


model 1 wins, 117.7 kcal/mol ahead of the next structure.


Model 1:
Here is a structure of composition C4H8N3 from the Open Molecules 2025 dataset. Energies are from wB97M-V/def2-TZVPD.

Its net charge is +1. The calculation puts the HOMO energy at -14.6 eV.

Geometry (Å):
C 1.605 0.882 0.419
C -2.900 0.249 -0.013
C 2.442 -0.243 0.015
C 1.069 -0.943 -0.303
N 0.445 0.299 0.273
N -1.920 0.820 -0.353
N -3.687 -0.527 0.386
H 1.841 1.878 0.750
H 3.239 0.115 -0.702
H 2.916 -0.638 0.912
H 0.941 -1.738 0.442
H -0.660 0.733 0.183
H -2.140 1.545 -1.087
H 0.715 -0.966 -1.428
H -3.908 -1.464 0.505

These are the Löwdin partial charges, in e, on atoms 1 to 2: atom 1 (C): -0.034, atom 2 (C): -0.318


Model 2:
Here is the ion C4H8N3 with charge +1 from the Open Molecules 2025 dataset. Energies are from wB97M-V/def2-TZVPD.

Its net charge is +1. The calculation puts the HOMO energy at -15.4 eV.

Geometry (Å):
C -2.557 0.162 -0.394
C -0.640 -0.697 0.497
C 2.248 -0.096 -0.025
C 1.138 0.949 -0.163
N -1.891 1.121 -0.811
N -1.972 -0.867 0.319
N -0.112 0.343 0.009
H -3.626 0.080 -0.579
H -0.099 -1.462 1.051
H 3.204 0.382 -0.206
H 2.118 -0.891 -0.754
H 2.252 -0.516 0.975
H 1.160 1.401 -1.159
H 1.254 1.760 0.565
H -2.477 -1.668 0.675

These are the Löwdin partial charges, in e, on atoms 1 to 2: atom 1 (C): -0.213, atom 2 (C): -0.101


model 2 wins, 6.2 kcal/mol ahead of the next structure.


Model 1:
Here is the molecule CHN3O3 from the Open Molecules 2025 dataset. Energies are from wB97M-V/def2-TZVPD.

The calculation puts the HOMO energy at -10.6 eV.

Geometry (Å):
O 2.300 3.211 2.990
N 1.791 2.992 1.886
O 1.440 3.825 1.092
N 1.469 1.711 1.598
C 1.029 1.226 0.578
N 0.216 0.864 -0.214
O 0.349 -0.237 -1.013
H -0.577 -0.288 -1.174

These are the Löwdin partial charges, in e, on atoms 1 to 2: atom 1 (O): 0.078, atom 2 (N): -0.431


Model 2:
Here is the molecule CHN3O3 from the Open Molecules 2025 dataset. Energies are from wB97M-V/def2-TZVPD.

The calculation puts the HOMO energy at -10.9 eV.

Geometry (Å):
N 2.117 -1.759 0.038
C 1.178 -1.121 -0.001
N -0.006 -0.268 -0.072
O -1.209 -0.947 -0.006
N -0.038 1.105 0.013
O 1.009 1.676 0.024
O -1.161 1.547 0.035
H -1.890 -0.235 -0.032

These are the Löwdin partial charges, in e, on atoms 1 to 2: atom 1 (N): 0.188, atom 2 (C): -0.128


model 2 wins, 14.3 kcal/mol ahead of the next structure.


Model 1:
Here is a structure of composition CHN3O3 from the Open Molecules 2025 dataset. Energies are from wB97M-V/def2-TZVPD.

The calculation puts the HOMO energy at -9.6 eV.

Geometry (Å):
C 0.360 -0.310 0.041
H 2.574 -0.264 -1.748
N 1.136 -0.736 -0.822
N -1.632 -0.048 1.234
N -1.200 0.970 0.688
O 1.431 0.182 -1.719
O -0.403 -0.995 0.936
O -0.135 0.916 0.009

These are the Löwdin partial charges, in e, on atoms 1 to 2: atom 1 (C): -0.471, atom 2 (H): 0.280


Model 2:
Here is the molecule CHN3O3 from the Open Molecules 2025 dataset. Energies are from wB97M-V/def2-TZVPD.

The calculation puts the HOMO energy at -9.8 eV.

Geometry (Å):
O 1.894 -0.352 0.062
N 1.037 0.721 0.321
C -0.109 0.303 -0.122
O -1.240 1.116 -0.118
N -2.182 0.249 0.109
N -1.803 -0.966 0.245
O -0.428 -0.951 -0.166
H 2.831 -0.120 -0.331

These are the Löwdin partial charges, in e, on atoms 1 to 2: atom 1 (O): -0.114, atom 2 (N): 0.077


model 2 wins, 25.4 kcal/mol ahead of the next structure.